Computed, not measured: a structure of composition C47H54CsN8OS at a distorted geometry, with ωB97M-V/def2-TZVPD.

Output
- strongest force on any atom (eV/Å) = 1.87
- relative energy (zero: lowest compared OMol25 entry of this formula, charge and spin) (kcal per mole) = 14.2
- charge = -1
- Kohn-Sham gap (eV) = 4.560
- LUMO level (eV) = 1.89

Each line ends with the Löwdin charge.
Geometry (Å):
Cs  -0.386  0.238  -0.095  0.86
C  1.017  -1.604  3.849  -0.12
N  1.330  -0.343  3.195  -0.14
C  2.705  -0.292  2.733  -0.18
C  3.091  -1.287  1.663  -0.27
C  4.442  -1.602  1.517  -0.04
C  4.841  -2.391  0.454  -0.08
C  3.877  -2.862  -0.424  -0.06
C  2.556  -2.528  -0.181  -0.12
N  2.162  -1.761  0.836  0.12
C  1.061  0.831  4.014  -0.13
C  -0.402  1.141  4.253  -0.28
C  -0.919  1.247  5.537  -0.05
C  -2.252  1.596  5.699  -0.08
C  -3.023  1.832  4.575  -0.06
C  -2.419  1.721  3.329  -0.11
N  -1.140  1.390  3.172  0.13
C  -0.470  -1.871  3.916  -0.27
C  -1.131  -2.083  5.119  -0.04
C  -2.503  -2.281  5.107  -0.07
C  -3.172  -2.259  3.896  -0.06
C  -2.426  -2.069  2.741  -0.12
N  -1.107  -1.894  2.748  0.12
H  1.453  -1.656  4.862  0.12
H  1.462  -2.399  3.250  0.12
H  3.424  -0.381  3.568  0.13
H  2.859  0.690  2.276  0.05
H  5.165  -1.207  2.222  0.11
H  5.889  -2.627  0.311  0.10
H  4.143  -3.473  -1.276  0.10
H  1.770  -2.889  -0.834  0.09
H  1.475  1.689  3.479  0.12
H  1.577  0.766  4.989  0.12
H  -0.289  1.049  6.397  0.11
H  -2.679  1.681  6.691  0.10
H  -4.069  2.101  4.651  0.10
H  -2.975  1.913  2.415  0.09
H  -0.583  -2.065  6.053  0.11
H  -3.043  -2.433  6.034  0.10
H  -4.245  -2.385  3.840  0.10
H  -2.904  -2.056  1.765  0.10
C  -3.955  2.342  -0.193  -0.27
C  -4.629  1.245  0.394  -0.26
C  -4.602  0.174  -0.526  -0.26
C  -3.925  0.613  -1.685  -0.27
C  -3.525  1.951  -1.483  -0.28
C  -2.750  2.810  -2.446  -0.06
C  -3.661  -0.221  -2.910  -0.06
C  -5.193  -1.192  -0.298  -0.07
C  -5.307  1.189  1.740  -0.09
C  -3.743  3.708  0.407  -0.08
H  -1.660  2.687  -2.363  0.06
H  -2.956  3.873  -2.281  0.06
H  -3.008  2.589  -3.488  0.06
H  -2.740  -0.818  -2.826  0.04
H  -3.565  0.402  -3.805  0.06
H  -4.474  -0.932  -3.093  0.06
H  -4.462  -1.925  0.078  0.05
H  -5.606  -1.615  -1.220  0.06
H  -6.007  -1.151  0.434  0.06
H  -4.849  0.449  2.413  0.05
H  -6.367  0.919  1.656  0.06
H  -5.267  2.157  2.251  0.05
H  -2.692  3.907  0.655  0.07
H  -4.320  3.833  1.328  0.05
H  -4.059  4.505  -0.275  0.06
C  4.778  4.264  -3.098  -0.08
C  5.066  2.870  -2.550  -0.23
N  4.381  2.621  -1.284  -0.14
C  5.161  2.855  -0.084  -0.26
C  6.126  1.710  0.209  -0.08
C  3.049  2.297  -1.264  -0.75
S  2.209  2.170  0.216  0.55
N  2.509  2.199  -2.485  0.08
C  1.517  1.376  -2.837  -0.50
O  1.063  0.399  -2.215  -0.33
C  0.968  1.640  -4.221  -0.13
C  -0.296  1.155  -4.545  -0.03
C  -0.823  1.350  -5.813  -0.08
C  -0.079  2.019  -6.778  -0.11
C  1.183  2.507  -6.460  -0.10
C  1.700  2.324  -5.185  -0.03
H  5.337  4.440  -4.021  0.07
H  5.061  5.030  -2.371  0.07
H  3.713  4.357  -3.305  0.06
H  6.136  2.753  -2.371  0.10
H  4.764  2.116  -3.273  0.11
H  4.463  2.966  0.740  0.04
H  5.710  3.796  -0.197  0.11
H  5.569  0.774  0.288  0.06
H  6.653  1.886  1.151  0.07
H  6.872  1.599  -0.582  0.06
H  -0.870  0.642  -3.783  0.09
H  -1.815  0.986  -6.050  0.10
H  -0.483  2.163  -7.773  0.09
H  1.761  3.033  -7.211  0.09
H  2.676  2.711  -4.917  0.09
N  -0.474  -4.123  -3.082  0.12
C  -0.783  -2.871  -2.622  -0.16
N  -0.850  -2.806  -1.327  0.10
C  -0.559  -4.088  -0.882  -0.25
C  -0.455  -4.573  0.419  -0.01
C  -0.129  -5.907  0.581  -0.09
C  0.093  -6.748  -0.521  -0.11
C  0.005  -6.279  -1.819  -0.03
C  -0.320  -4.934  -1.974  -0.21
H  -0.371  -4.389  -4.044  0.15
H  -0.934  -2.036  -3.292  0.12
H  -0.610  -3.906  1.259  0.09
H  -0.039  -6.316  1.580  0.10
H  0.345  -7.788  -0.351  0.09
H  0.185  -6.926  -2.667  0.10

Computed, not measured: a structure of composition C47H54CsN8OS at a distorted geometry, with ωB97M-V/def2-TZVPD.

Output
- strongest force on any atom (eV/Å) = 1.42
- relative energy (zero: lowest compared OMol25 entry of this formula, charge and spin) (kcal per mole) = 9.5
- charge = -1
- Kohn-Sham gap (eV) = 4.844
- LUMO level (eV) = 1.82

Each line ends with the Löwdin charge.
Geometry (Å):
Cs  0.836  0.097  -0.139  0.96
C  -2.197  -1.617  -2.653  -0.13
N  -0.814  -1.927  -2.321  -0.15
C  0.059  -1.659  -3.455  -0.17
C  0.154  -0.221  -3.906  -0.27
C  0.594  0.044  -5.199  -0.03
C  0.850  1.356  -5.557  -0.07
C  0.653  2.355  -4.619  -0.05
C  0.186  1.997  -3.364  -0.12
N  -0.066  0.737  -3.011  0.06
C  -0.568  -3.296  -1.907  -0.14
C  -1.096  -3.683  -0.549  -0.27
C  -1.786  -4.878  -0.372  -0.04
C  -2.217  -5.221  0.898  -0.07
C  -1.960  -4.355  1.945  -0.06
C  -1.253  -3.189  1.674  -0.15
N  -0.805  -2.870  0.465  0.14
C  -3.093  -1.441  -1.453  -0.27
C  -4.015  -2.411  -1.091  -0.04
C  -4.797  -2.209  0.039  -0.07
C  -4.638  -1.037  0.750  -0.07
C  -3.709  -0.108  0.291  -0.14
N  -2.952  -0.292  -0.779  0.14
H  -2.618  -2.382  -3.333  0.13
H  -2.195  -0.663  -3.178  0.12
H  -0.199  -2.287  -4.328  0.13
H  1.068  -1.932  -3.135  0.08
H  0.748  -0.770  -5.897  0.11
H  1.207  1.596  -6.552  0.10
H  0.855  3.396  -4.837  0.10
H  0.007  2.734  -2.595  0.08
H  0.520  -3.410  -1.857  0.12
H  -0.941  -4.021  -2.654  0.13
H  -1.987  -5.511  -1.227  0.11
H  -2.758  -6.145  1.063  0.10
H  -2.286  -4.564  2.956  0.10
H  -1.036  -2.480  2.461  0.08
H  -4.098  -3.314  -1.684  0.11
H  -5.512  -2.959  0.358  0.10
H  -5.202  -0.831  1.650  0.10
H  -3.568  0.824  0.825  0.09
C  -0.273  3.987  -0.186  -0.26
C  1.136  3.825  -0.297  -0.28
C  1.627  3.479  0.977  -0.30
C  0.541  3.430  1.869  -0.29
C  -0.643  3.713  1.147  -0.27
C  -2.030  3.836  1.700  -0.07
C  0.697  3.321  3.357  -0.08
C  3.062  3.320  1.385  -0.06
C  1.979  4.085  -1.511  -0.08
C  -1.224  4.562  -1.197  -0.09
H  -2.673  2.963  1.513  0.05
H  -2.569  4.690  1.272  0.06
H  -2.032  3.990  2.784  0.06
H  1.116  2.366  3.704  0.07
H  -0.268  3.480  3.853  0.04
H  1.360  4.095  3.764  0.07
H  3.365  2.285  1.574  0.01
H  3.294  3.884  2.297  0.07
H  3.738  3.694  0.609  0.06
H  2.423  3.185  -1.958  0.07
H  2.820  4.756  -1.298  0.07
H  1.403  4.569  -2.305  0.05
H  -2.039  3.885  -1.484  0.07
H  -0.721  4.855  -2.123  0.05
H  -1.708  5.477  -0.829  0.06
C  3.207  -5.212  1.440  -0.07
C  2.120  -4.176  1.205  -0.20
N  2.328  -2.922  1.933  -0.10
C  1.656  -2.758  3.221  -0.26
C  2.543  -3.083  4.411  -0.08
C  3.148  -1.967  1.439  -0.84
S  3.342  -0.459  2.209  0.56
N  3.839  -2.325  0.321  0.08
C  3.471  -2.168  -0.918  -0.52
O  2.409  -1.651  -1.376  -0.30
C  4.428  -2.744  -1.939  -0.13
C  3.967  -3.116  -3.196  -0.03
C  4.832  -3.665  -4.133  -0.09
C  6.176  -3.829  -3.827  -0.11
C  6.648  -3.443  -2.579  -0.09
C  5.777  -2.914  -1.638  -0.03
H  3.005  -6.106  0.843  0.07
H  3.252  -5.519  2.486  0.06
H  4.180  -4.818  1.148  0.07
H  1.151  -4.563  1.524  0.10
H  2.027  -3.947  0.144  0.10
H  0.783  -3.412  3.211  0.09
H  1.300  -1.729  3.283  0.08
H  2.944  -4.096  4.341  0.06
H  1.968  -3.016  5.339  0.07
H  3.373  -2.380  4.470  0.05
H  2.924  -2.960  -3.434  0.09
H  4.456  -3.958  -5.106  0.09
H  6.854  -4.246  -4.562  0.09
H  7.698  -3.555  -2.336  0.09
H  6.124  -2.621  -0.656  0.11
N  -1.324  1.028  4.476  0.14
C  -1.366  0.741  3.141  -0.14
N  -2.018  -0.356  2.870  0.13
C  -2.449  -0.821  4.107  -0.24
C  -3.216  -1.945  4.418  -0.03
C  -3.504  -2.189  5.747  -0.10
C  -3.042  -1.332  6.761  -0.11
C  -2.295  -0.207  6.470  -0.03
C  -2.013  0.030  5.128  -0.20
H  -0.825  1.808  4.866  0.13
H  -0.885  1.403  2.426  0.10
H  -3.577  -2.595  3.631  0.10
H  -4.097  -3.055  6.014  0.09
H  -3.282  -1.557  7.793  0.09
H  -1.946  0.457  7.250  0.11

Computed, not measured: a structure of composition C47H54F2N5O2PScSi at a distorted geometry, with ωB97M-V/def2-TZVPD.

Output
- strongest force on any atom (eV/Å) = 5.04
- relative energy (zero: lowest compared OMol25 entry of this formula, charge and spin) (kcal per mole) = 42.1
- charge = +1
- Kohn-Sham gap (eV) = 4.302
- LUMO level (eV) = -3.05

Each line ends with the Löwdin charge.
Geometry (Å):
Sc  12.661  -13.751  11.482  0.83
F  12.779  -15.670  6.451  0.03
C  11.848  -15.475  7.435  -0.27
C  12.416  -15.168  8.650  -0.07
C  11.631  -14.439  9.590  -0.13
C  10.263  -14.311  9.356  -0.15
C  9.724  -14.976  8.199  -0.18
F  8.381  -15.084  8.020  0.04
C  10.503  -15.408  7.117  0.07
C  9.456  -13.425  10.186  -0.21
C  8.154  -13.022  9.952  0.00
C  7.600  -12.089  10.833  -0.05
C  8.308  -11.588  11.915  -0.09
C  9.574  -12.045  12.092  -0.18
N  10.207  -12.860  11.236  0.03
H  13.471  -15.324  8.738  0.08
H  10.097  -15.746  6.141  0.15
H  7.608  -13.480  9.130  0.11
H  6.533  -11.650  10.663  0.15
H  7.820  -10.869  12.584  0.12
H  10.207  -11.748  12.951  0.12
N  11.266  -15.175  12.833  -0.02
C  11.728  -15.644  14.221  -0.19
C  12.188  -14.470  15.094  -0.19
C  13.583  -13.974  14.777  -0.22
N  13.604  -13.082  13.536  -0.02
H  10.264  -14.932  12.908  0.10
H  11.234  -16.030  12.256  0.08
H  12.480  -16.433  14.116  0.10
H  10.885  -16.120  14.650  0.10
H  12.126  -14.693  16.159  0.12
H  11.543  -13.566  15.048  0.12
H  14.180  -14.849  14.617  0.09
H  14.038  -13.473  15.662  0.13
H  14.534  -12.798  13.308  0.07
H  13.128  -12.189  13.741  0.09
O  14.515  -12.567  8.304  0.11
C  14.966  -12.826  9.368  -0.66
O  14.310  -13.093  10.487  -0.25
C  16.434  -12.880  9.630  -0.19
N  17.177  -11.671  8.943  0.10
C  18.458  -12.221  8.307  -0.09
C  18.595  -13.669  8.860  -0.11
C  17.074  -14.141  9.077  -0.09
H  16.623  -12.698  10.686  0.15
H  17.356  -10.767  9.523  0.22
H  16.554  -11.359  8.153  0.17
H  19.291  -11.595  8.594  0.12
H  18.187  -12.185  7.274  0.12
H  19.030  -13.664  9.922  0.14
H  19.261  -14.302  8.323  0.10
H  16.903  -14.956  9.870  0.15
H  16.582  -14.311  8.121  0.12
C  11.323  -10.359  9.171  -0.24
Si  12.580  -10.569  10.529  0.62
C  14.246  -9.770  9.945  -0.25
C  12.122  -9.366  11.987  -0.32
C  10.810  -9.006  12.260  -0.15
C  10.410  -8.277  13.402  -0.08
C  11.369  -7.977  14.386  -0.10
C  12.696  -8.148  14.007  -0.14
C  13.087  -8.898  12.916  -0.14
H  10.876  -9.340  9.168  0.03
H  10.477  -11.032  9.358  -0.01
H  11.775  -10.583  8.145  0.05
H  14.207  -8.673  9.894  0.03
H  14.546  -9.992  8.925  0.00
H  14.917  -10.094  10.729  -0.01
H  9.988  -9.157  11.574  0.08
H  9.367  -8.047  13.562  0.09
H  11.102  -7.636  15.400  0.10
H  13.504  -7.699  14.627  0.11
H  14.108  -9.415  12.930  0.11
C  6.563  -20.748  13.685  -0.27
P  6.920  -18.919  13.538  0.94
C  7.107  -18.601  11.804  -0.41
C  8.446  -18.423  11.205  -0.10
C  8.571  -18.312  9.841  -0.12
C  7.446  -18.259  9.020  -0.10
C  6.190  -18.383  9.571  -0.08
C  6.020  -18.641  10.937  -0.10
C  5.325  -18.194  13.797  -0.44
C  4.894  -17.034  13.162  -0.12
C  3.524  -16.801  13.025  -0.10
C  2.603  -17.639  13.632  -0.08
C  3.077  -18.645  14.537  -0.08
C  4.427  -18.871  14.651  -0.12
H  6.616  -20.903  14.775  0.02
H  7.360  -21.382  13.178  0.06
H  5.576  -21.027  13.355  0.03
H  9.309  -18.482  11.862  0.08
H  9.615  -18.478  9.481  0.12
H  7.468  -18.068  7.902  0.13
H  5.260  -18.358  8.932  0.13
H  5.019  -18.731  11.304  0.10
H  5.602  -16.481  12.494  0.12
H  3.197  -16.002  12.364  0.10
H  1.503  -17.442  13.686  0.11
H  2.369  -19.102  15.275  0.12
H  4.904  -19.526  15.355  0.09
N  13.931  -15.501  11.606  0.17
C  14.337  -16.605  11.482  -0.02
C  14.916  -17.901  11.703  -0.21
C  15.018  -18.408  12.967  -0.06
C  15.648  -19.634  13.294  -0.03
C  16.067  -20.463  12.228  -0.05
C  15.790  -20.120  10.895  -0.04
C  15.390  -18.769  10.609  0.03
H  14.625  -17.923  13.884  0.12
H  15.728  -19.901  14.322  0.10
H  16.643  -21.372  12.334  0.11
H  15.840  -20.800  10.074  0.10
H  15.569  -18.304  9.645  0.11